82
Properties=species:S:1:pos:R:3:lowdin_charge:R:1 method="wB97M-V/def2-TZVPD" energy_ev=-205369.0428 e_above_lowest_ev=0.000 charge=+1 e_homo_ev=-10.2 largest_force_ev_per_a=0.803 lumo_ev=-2.76
Sc 0.64562 0.55699 -0.49570 0.59
N -2.87067 -2.82980 0.54568 0.17
C -3.14086 -1.45397 -0.00152 -0.37
C -4.37247 -0.79703 0.58085 -0.10
C -4.44387 0.65800 0.05505 -0.36
N -3.45026 1.57159 0.59918 0.07
C -4.38261 0.66192 -1.47479 -0.10
C -3.22307 -0.12917 -2.07858 -0.34
N -1.89481 0.48847 -1.84531 0.04
C -3.20103 -1.54365 -1.51167 -0.12
H -2.91813 -2.85470 1.56316 0.16
H -1.88624 -3.05996 0.26346 0.00
H -3.52052 -3.52050 0.17120 0.17
H -2.25650 -0.88362 0.27204 0.07
H -4.33642 -0.78218 1.67428 0.12
H -5.27465 -1.33923 0.27564 0.13
H -5.41856 1.05067 0.34641 0.14
H -2.48654 1.31184 0.42614 0.03
H -3.58143 1.76723 1.58241 0.08
H -4.35347 1.69799 -1.81742 0.13
H -5.30404 0.21891 -1.86284 0.13
H -3.40957 -0.20167 -3.15321 0.15
H -1.97152 1.47315 -2.08191 0.06
H -1.25129 0.11782 -2.54141 -0.01
H -2.32430 -2.07903 -1.88710 0.09
H -4.10336 -2.08067 -1.82670 0.14
O 1.51926 -5.17799 -2.26387 -0.05
C 0.77510 -4.06549 -2.75831 -0.21
C 1.54516 -2.77011 -2.49828 -0.58
C 2.94927 -2.85521 -3.14005 -0.21
O 3.86616 -3.66425 -2.43357 -0.04
C 1.73288 -2.54491 -0.99706 -0.45
Se 0.09787 -2.04598 0.00521 0.73
C 0.75428 -1.67901 -3.22944 -0.53
Se 1.31924 0.20133 -2.97491 0.64
H 1.02815 -5.98854 -2.42422 0.10
H -0.20286 -4.00425 -2.26514 0.10
H 0.61062 -4.16407 -3.83713 0.13
H 3.37695 -1.85277 -3.16261 0.11
H 2.83188 -3.19056 -4.17993 0.14
H 3.50638 -4.55781 -2.40060 0.08
H 2.44806 -1.74548 -0.81848 0.04
H 2.11950 -3.44398 -0.52969 0.07
H -0.30229 -1.76367 -2.97047 0.02
H 0.84024 -1.83921 -4.30432 0.07
C -0.97544 3.66127 -0.98290 0.03
C -0.13765 3.35684 0.25845 -0.42
O -0.14862 2.01836 0.62977 -0.25
C 1.33467 3.74667 -0.02897 -0.55
F 2.13357 3.54993 1.02432 0.18
F 1.78001 2.92919 -1.03099 0.10
F 1.49990 4.99491 -0.44335 0.20
C -0.69203 4.21042 1.42034 -0.56
F -0.65851 5.51472 1.16385 0.19
F -1.96078 3.86638 1.67163 0.16
F -0.00208 4.00678 2.56568 0.14
H -0.58626 3.10037 -1.83462 0.09
H -0.93040 4.72079 -1.22941 0.11
H -2.00883 3.37747 -0.78611 0.08
C 1.80898 1.98313 4.10194 0.02
N 0.96142 1.11375 3.24503 -0.18
C -0.35400 0.84917 3.87233 0.01
C 1.66128 -0.17813 2.88777 -0.11
C 2.82921 0.07404 1.98129 -0.27
C 4.11316 -0.02559 2.51379 -0.05
C 5.22130 0.21196 1.71618 -0.07
C 5.02680 0.54846 0.38593 -0.06
C 3.73924 0.63692 -0.13045 -0.14
C 2.58903 0.40858 0.64132 -0.20
H 1.30289 2.92903 4.26942 0.10
H 2.75599 2.15378 3.59985 0.11
H 1.97468 1.47264 5.04836 0.11
H 0.78113 1.59533 2.35262 0.11
H -0.20214 0.27059 4.78129 0.11
H -0.96597 0.28664 3.17111 0.10
H -0.84077 1.79022 4.10906 0.10
H 0.91927 -0.80684 2.39559 0.05
H 1.95773 -0.64385 3.82858 0.14
H 4.24783 -0.31438 3.55231 0.11
H 6.21951 0.11987 2.12487 0.11
H 5.88017 0.72629 -0.25765 0.11
H 3.64045 0.87683 -1.18270 0.06

=====

11
Properties=species:S:1:pos:R:3:nbo_charge:R:1 method="wB97M-V/def2-TZVPD" energy_ev=-7763.5820 e_above_lowest_ev=2.944 charge=0 e_homo_ev=-7.7 largest_force_ev_per_a=0.466 lumo_ev=0.62
C 0.39889 -0.31223 -2.32330 -0.67
C -0.00382 -0.70483 -1.12417 0.12
C -0.32462 -1.03566 0.09097 -0.50
C -0.15582 0.05649 0.98198 0.63
N -0.65674 0.04597 2.21206 -0.74
O 0.53627 1.16496 0.72964 -0.65
H -0.30050 -0.00024 -3.09481 0.23
H 1.44977 -0.41026 -2.59492 0.23
H -0.54880 0.84166 2.81987 0.41
H -1.14573 -0.77595 2.52953 0.42
H 0.75111 1.13008 -0.22686 0.52

=====

47
Properties=species:S:1:pos:R:3:nbo_charge:R:1 method="wB97M-V/def2-TZVPD" energy_ev=-52404.6809 e_above_lowest_ev=0.000 charge=0 e_homo_ev=-9.0 largest_force_ev_per_a=1.537 lumo_ev=0.47
C 7.25809 2.32414 -0.44500 -0.60
C 5.86751 1.90870 0.01620 -0.38
C 5.64804 0.40081 -0.16976 -0.50
C 4.26764 0.03743 0.31306 0.81
O 3.99815 -0.37583 1.40700 -0.58
O 3.36629 0.26309 -0.66412 -0.50
C 2.00791 0.10116 -0.45080 0.29
C 1.26833 -0.41948 -1.50737 -0.24
C -0.09689 -0.57716 -1.38132 -0.18
C -0.72738 -0.21319 -0.19672 0.10
N -2.12658 -0.33747 -0.08997 -0.72
C -2.82823 -1.13177 0.77349 0.72
O -4.02885 -0.99525 0.85266 -0.59
C -2.05361 -2.17763 1.53786 -0.50
C -1.53080 -3.26198 0.58549 -0.39
C -2.64109 -3.83768 -0.28599 -0.62
S -3.08583 0.44361 -1.28826 2.33
O -3.74876 -0.55420 -2.06125 -0.91
O -2.19560 1.34190 -1.95490 -0.92
C -4.24677 1.39336 -0.36555 -0.54
C -5.60348 1.38112 -0.44808 -0.18
C -6.19242 2.32266 0.42272 -0.26
C -5.26961 3.02127 1.13596 -0.39
S -3.65889 2.54958 0.75740 0.49
C 0.00957 0.33660 0.84466 -0.16
C 1.37873 0.48780 0.72451 -0.26
H 7.39744 3.39323 -0.30568 0.21
H 8.02236 1.80080 0.12468 0.20
H 7.39635 2.09388 -1.49883 0.20
H 5.74034 2.15998 1.07120 0.21
H 5.11287 2.45244 -0.55575 0.21
H 6.38098 -0.15482 0.41531 0.23
H 5.74330 0.14486 -1.22495 0.22
H 1.77591 -0.69269 -2.41878 0.23
H -0.68739 -0.97282 -2.19244 0.23
H -2.74125 -2.61885 2.26098 0.24
H -1.21779 -1.72048 2.06790 0.23
H -0.74636 -2.84254 -0.04752 0.21
H -1.08312 -4.05672 1.18658 0.21
H -3.06306 -3.07114 -0.93332 0.22
H -3.44197 -4.23664 0.33237 0.21
H -2.25317 -4.64014 -0.90923 0.21
H -6.13642 0.71126 -1.09560 0.25
H -7.25339 2.46803 0.51242 0.23
H -5.43907 3.78741 1.86617 0.24
H -0.49161 0.65448 1.74660 0.22
H 1.94958 0.90889 1.53593 0.24

=====

14
Properties=species:S:1:pos:R:3:nbo_charge:R:1 method="wB97M-V/def2-TZVPD" energy_ev=-30006.6911 e_above_lowest_ev=4.690 charge=0 e_homo_ev=-9.6 largest_force_ev_per_a=3.981 lumo_ev=-0.90
C 1.34729 0.16765 -0.08706 -0.60
C 0.30930 -0.68660 0.40115 -0.43
C -1.70905 0.80563 -0.05018 -0.60
C -1.08145 -0.59727 -0.36569 -0.39
O 3.17749 2.01849 -0.25034 -0.87
O 2.64126 -2.12400 0.53803 -0.91
S 1.83175 1.69204 0.27448 1.21
S 1.64763 -1.61841 -0.38709 1.29
H 0.25884 -0.85103 1.41018 0.24
H -2.01508 0.86247 0.94512 0.21
H -2.49651 0.78877 -0.75102 0.21
H -0.96214 1.51077 -0.40783 0.20
H -1.22108 -0.74424 -1.43671 0.23
H -1.72825 -1.22428 0.16696 0.21

=====

54
Properties=species:S:1:pos:R:3:nbo_charge:R:1 method="wB97M-V/def2-TZVPD" energy_ev=-46714.8784 charge=+1 e_homo_ev=-11.5 largest_force_ev_per_a=2.644 lumo_ev=-2.21
C 4.37090 1.04443 -1.48516 -0.64
C 3.29809 1.52909 -0.49735 -0.28
I 4.23332 3.00169 0.79080 0.08
C 2.89502 0.41649 0.41892 -0.15
O 2.20596 -0.61304 -0.31394 -0.72
S 1.17713 -1.47326 0.62337 1.75
O 0.11856 -1.93956 -0.21144 -0.95
O 1.99395 -2.81326 1.05291 -0.70
C 2.72450 -2.60048 2.27604 -0.10
C 3.78910 -3.63985 2.47320 -0.41
C 5.05418 -3.45006 1.61854 -0.52
C 4.83649 -2.77779 0.31374 0.80
O 5.18050 -1.67816 0.05535 -0.61
O 4.23865 -3.54221 -0.58531 -0.67
H 5.31622 1.04659 -0.97112 0.23
H 4.37446 1.65851 -2.36829 0.22
H 4.14363 0.01168 -1.71880 0.23
H 2.46729 1.98591 -1.01043 0.21
H 3.80531 -0.00082 0.82748 0.22
H 2.31974 0.74986 1.27314 0.19
H 2.02182 -2.67444 3.09617 0.20
H 3.18334 -1.62022 2.35844 0.19
H 3.40967 -4.64269 2.38310 0.23
H 4.09287 -3.54521 3.50489 0.23
H 5.47053 -4.42347 1.40371 0.25
H 5.81695 -2.89785 2.14294 0.24
H 4.34705 -3.10383 -1.44049 0.50
C -6.41082 1.30318 -1.10390 -0.62
C -5.71530 0.64852 0.08913 -0.43
C -4.37687 1.24281 0.49357 -0.20
N -3.23469 1.04350 -0.47664 -0.22
C -3.27505 -0.28895 -1.15013 -0.41
C -3.18248 2.16045 -1.52043 -0.21
C -2.04069 3.06232 -1.09413 -0.42
C -1.03405 2.07436 -0.52594 -0.43
C -1.91249 1.14939 0.29229 -0.21
H -5.82488 1.23196 -2.02175 0.20
H -7.36213 0.80864 -1.29186 0.24
H -6.61907 2.35627 -0.90758 0.22
H -5.62301 -0.42573 -0.07554 0.22
H -6.36875 0.74945 0.95793 0.24
H -4.06689 0.76802 1.42415 0.23
H -4.45350 2.31537 0.67413 0.22
H -4.12822 -0.32549 -1.82105 0.23
H -3.34439 -1.06208 -0.38955 0.24
H -2.35600 -0.40924 -1.71860 0.24
H -2.97872 1.70198 -2.48575 0.23
H -4.14153 2.66747 -1.55252 0.24
H -2.37102 3.76365 -0.32469 0.22
H -1.64237 3.64151 -1.92445 0.25
H -0.26959 2.55290 0.08382 0.25
H -0.53154 1.52322 -1.32442 0.22
H -2.11951 1.58681 1.26616 0.22
H -1.50164 0.15168 0.41731 0.25

=====

38
Properties=species:S:1:pos:R:3:nbo_charge:R:1 method="wB97M-V/def2-TZVPD" energy_ev=-50309.0044 charge=-1 e_homo_ev=-1.4 largest_force_ev_per_a=4.072 lumo_ev=1.40
C -2.64103 -0.13290 2.68718 -0.39
N -1.21110 -0.16800 2.66800 -0.47
C -0.63354 -1.44752 2.39162 -0.18
C 0.89436 -1.46359 2.36460 -0.46
C 1.39279 -0.26182 1.68523 0.07
O 2.40256 -0.39612 0.85978 -0.47
C 0.94968 1.06304 2.14660 -0.46
C -0.56018 1.09111 2.46424 -0.19
H -2.99518 0.74394 3.24565 0.19
H -3.07079 -0.08182 1.66825 0.16
H -3.02560 -1.04472 3.16306 0.19
H -1.01512 -2.13397 3.16712 0.16
H -1.02152 -1.83374 1.42720 0.16
H 1.25761 -1.45475 3.40629 0.16
H 1.25167 -2.37030 1.86029 0.23
H 1.47879 1.32159 3.07953 0.16
H 1.19158 1.82400 1.39333 0.20
H -1.08888 1.64950 1.66730 0.16
H -0.72500 1.67202 3.39066 0.16
O 4.31816 0.17452 -7.78844 -0.44
N 3.20703 -0.27503 -7.41872 0.48
O 2.35906 -0.72484 -8.22217 -0.44
C 2.91738 -0.28575 -6.01986 0.04
C 1.72856 -0.86944 -5.54105 -0.22
C 1.57081 -1.09912 -4.17376 -0.20
C 2.58740 -0.71916 -3.28127 -0.33
S 2.57397 -1.25837 -1.55141 2.06
C 1.76934 -0.01074 -0.33818 -0.13
Cl -0.01205 -0.10913 -0.49173 -0.02
O 1.76470 -2.45775 -1.44482 -0.95
O 3.97152 -1.27520 -1.16757 -0.96
C 3.74205 -0.08092 -3.75761 -0.21
C 3.90604 0.14685 -5.11959 -0.21
H 0.97031 -1.17143 -6.25938 0.24
H 0.67184 -1.59041 -3.80825 0.24
H 2.10357 0.98759 -0.66311 0.19
H 4.53495 0.21025 -3.07493 0.24
H 4.81041 0.60970 -5.50349 0.24